Arrangement A

Formula: C3H3NO2
Source: OMol25
Level of theory: the ωB97M-V functional and the def2-TZVPD basis

Properties
**LUMO level**: 0.774 eV
**Net charge**: 0
**HOMO-LUMO gap**: 10.30 eV
**HOMO**: -9.53 eV

Structure (XYZ):
```
9
C3H3NO2 (the ωB97M-V functional and the def2-TZVPD basis)
O 0.4339 1.2839 0.3301
C 1.4196 0.5039 -0.1891
O 1.2959 -0.6366 -0.5492
C -0.9514 -0.7733 -0.0264
C -0.7463 0.5472 0.3821
N -1.9263 0.6696 0.7333
H 2.3720 1.0347 -0.2486
H -1.1655 -1.0187 -1.0652
H -0.7319 -1.6107 0.6331
```

Arrangement B

Formula: C3H3NO2
Source: OMol25
Level of theory: the ωB97M-V functional and the def2-TZVPD basis

Properties
**LUMO level**: 0.453 eV
**SMILES**: O=C=N/C=C\O
**Net charge**: 0
**HOMO-LUMO gap**: 9.05 eV
**HOMO**: -8.60 eV

Structure (XYZ):
```
9
C3H3NO2 (the ωB97M-V functional and the def2-TZVPD basis)
O -3.2605 -0.2229 0.1683
C -2.2170 0.2505 -0.0021
N -1.2182 0.8757 -0.0106
C 0.1171 0.7739 -0.1971
C 1.1212 -0.1847 0.0657
O 0.9648 -1.5547 0.3114
H 0.4421 1.8965 -0.3037
H 2.1940 0.1632 -0.2779
H 1.8565 -1.9975 0.2461
```

Going by the energies, arrangement B is most stable and the next is 147.6 kJ/mol up.

Arrangement A

Formula: C4H11N2O2
Source: OMol25
Level of theory: the ωB97M-V functional and the def2-TZVPD basis

Properties
**LUMO level**: -2.881 eV
**Net charge**: +1
**HOMO-LUMO gap**: 10.69 eV
**HOMO**: -13.57 eV

Structure (XYZ):
```
19
C4H11N2O2 (the ωB97M-V functional and the def2-TZVPD basis)
C 0.6948 -0.5428 -2.2629
C -0.2764 -0.2199 -1.1854
C -1.4764 -0.7676 -0.8354
N -2.0287 0.0709 0.1125
C -1.0934 0.8750 0.6041
N -0.0615 0.8137 -0.2707
H 1.4380 -1.2938 -1.9362
H 1.2874 0.2771 -2.6802
H 0.1685 -1.0995 -3.0437
H -2.0566 -1.5967 -1.1924
H -2.9245 -0.0779 0.5467
H -1.2191 1.4520 1.5112
H 0.8155 1.3389 -0.1860
H -0.0128 -1.5205 1.7774
H -0.9008 -1.8794 2.8409
O -0.8505 -1.1992 2.1483
H 3.5889 1.7347 1.1500
H 2.2615 1.7875 1.8921
O 2.6462 1.8475 1.0098
```

Arrangement B

Formula: C4H11N2O2
Source: OMol25
Level of theory: the ωB97M-V functional and the def2-TZVPD basis

Properties
**LUMO level**: -2.859 eV
**SMILES**: C[NH2+]CCN=C(O)O
**Net charge**: +1
**HOMO-LUMO gap**: 11.17 eV
**HOMO**: -14.03 eV

Structure (XYZ):
```
19
C4H11N2O2 (the ωB97M-V functional and the def2-TZVPD basis)
C 0.5818 -0.3559 -2.2530
N -0.7395 0.0022 -1.5543
C -1.0748 -0.9886 -0.4187
C -0.0674 -0.8323 0.6590
N 0.2480 0.6052 0.7228
C 0.4056 1.0798 1.8779
O 0.2734 0.2807 2.9309
O 0.7577 2.3303 2.0775
H 0.5088 -1.3406 -2.7059
H 1.2293 -0.4071 -1.3338
H 0.8838 0.3706 -2.8666
H -1.5029 0.2437 -2.1789
H -0.5152 0.8211 -0.8709
H -0.8915 -1.8658 -0.8845
H -2.0790 -0.8194 -0.1328
H -0.2698 -1.3217 1.5961
H 0.8911 -1.3022 0.3960
H 0.6733 0.6942 3.6756
H 0.6872 2.8057 1.2637
```

Going by the energies, arrangement A is most stable and the next is 110.5 kJ/mol up.

Arrangement A

Formula: C4H14N2O2
Source: OMol25
Level of theory: the ωB97M-V functional and the def2-TZVPD basis

Properties
**LUMO level**: 0.807 eV
**SMILES**: CN[C@@H](CN)CO.O
**Net charge**: 0
**HOMO-LUMO gap**: 9.95 eV
**HOMO**: -9.15 eV

Structure (XYZ):
```
22
C4H14N2O2 (the ωB97M-V functional and the def2-TZVPD basis)
C 2.3816 0.5269 2.1072
N 1.1768 -0.2993 2.0403
C 0.5875 -0.3843 0.7278
C 0.1429 -1.8027 0.3261
N 0.1880 -1.9419 -1.1318
C -0.6202 0.5485 0.6557
O -1.1037 0.6842 -0.6646
H 3.0729 0.3624 1.2662
H 2.8576 0.3309 3.0697
H 2.0894 1.5740 2.0744
H 1.4433 -1.2166 2.3861
H 1.2263 -0.0182 -0.0936
H -0.8792 -1.9768 0.6472
H 0.7728 -2.5302 0.8418
H -0.2235 -2.8136 -1.4290
H 1.1306 -1.8586 -1.4847
H -0.3421 1.5105 1.0820
H -1.4025 0.1276 1.3026
H -0.7885 -0.0615 -1.2006
O -2.4101 2.4283 -3.2513
H -2.0763 2.2272 -2.3694
H -3.2183 1.8988 -3.3651
```

Arrangement B

Formula: C4H14N2O2
Source: OMol25
Level of theory: the ωB97M-V functional and the def2-TZVPD basis

Properties
**LUMO level**: 0.685 eV
**SMILES**: CC/C(N)=C/N.O.O
**Net charge**: 0
**HOMO-LUMO gap**: 8.43 eV
**HOMO**: -7.75 eV

Structure (XYZ):
```
22
C4H14N2O2 (the ωB97M-V functional and the def2-TZVPD basis)
C -0.4328 0.7019 1.6290
C -1.8731 0.1176 0.9781
C -1.6651 -0.0814 -0.4375
N -1.7427 0.9518 -1.4371
C -1.3469 -1.3876 -0.7840
N -1.1557 -1.8658 -2.0755
H 0.3374 -0.0655 1.3744
H -0.4170 0.6629 2.6994
H -0.1377 1.6912 1.1738
H -2.7041 0.9122 1.2913
H -2.2169 -0.7580 1.5318
H -2.1104 1.7192 -0.8722
H -2.4299 0.7834 -2.1199
H -1.1947 -2.3055 -0.1174
H -0.0944 -2.1462 -2.0716
H -1.2791 -1.0418 -2.8207
O 4.6737 1.2433 2.7453
H 4.4540 0.3205 2.6630
H 4.4888 1.6188 3.6091
O 1.8990 -0.0530 -1.2303
H 1.9093 -0.9341 -0.9754
H 1.0098 0.3151 -1.2114
```

Arrangement C

Formula: C4H14N2O2
Source: OMol25
Level of theory: the ωB97M-V functional and the def2-TZVPD basis

Properties
**LUMO level**: -4.456 eV
**Net charge**: 0
**HOMO-LUMO gap**: 3.76 eV
**HOMO**: -8.21 eV

Structure (XYZ):
```
22
C4H14N2O2 (the ωB97M-V functional and the def2-TZVPD basis)
C 1.2733 -1.7213 -0.2416
O 2.5560 -0.0263 1.8892
C 0.1655 -0.7097 0.1494
C 0.7317 0.6560 -0.4279
C -0.3782 1.7493 -0.4681
N -1.2446 1.3185 -1.4788
N -0.0334 -0.4762 1.5750
H 1.3325 -1.8110 -1.3245
H 0.9948 -2.7111 0.1407
H -0.8378 -0.8110 -0.2747
H 1.4949 0.9381 0.3060
H 1.3006 0.5762 -1.3592
H -0.8557 1.5167 0.5418
H -0.0489 2.7830 -0.5133
H -1.7836 2.1116 -1.8462
H -2.2240 0.1642 -1.3565
H 2.1825 -1.3902 0.2835
H -0.2932 -1.3852 1.9629
H 0.9222 -0.2667 2.0121
H 3.0626 0.0860 2.7034
H -3.4261 -0.2534 -0.5530
O -2.9560 -0.5613 -1.3414
```

Arrangement D

Formula: C4H14N2O2
Source: OMol25
Level of theory: the ωB97M-V functional and the def2-TZVPD basis

Properties
**LUMO level**: 0.360 eV
**SMILES**: N/C=C/CCN.O.O
**Net charge**: 0
**HOMO-LUMO gap**: 8.46 eV
**HOMO**: -8.10 eV

Structure (XYZ):
```
22
C4H14N2O2 (the ωB97M-V functional and the def2-TZVPD basis)
N -0.7151 -2.0796 -1.9333
C -0.0449 -1.1439 -1.1344
C 0.6380 -1.4248 -0.0286
C 1.4494 -0.4382 0.7747
C 1.1272 1.0264 0.5310
N -0.2492 1.3544 0.9292
H -1.5726 -1.7365 -2.3381
H -0.8715 -2.9704 -1.4837
H -0.0555 -0.1458 -1.5581
H 0.6348 -2.4457 0.3398
H 2.5148 -0.5904 0.5736
H 1.3120 -0.6600 1.8357
H 1.3291 1.3010 -0.5105
H 1.7942 1.6366 1.1427
H -0.3771 2.3619 0.9042
H -0.9024 0.9703 0.2534
O -0.6417 2.0624 -2.4255
H -1.4195 2.3220 -2.9312
H 0.0911 2.2918 -3.0080
O -0.9588 -0.1537 3.3352
H -0.7065 0.3494 2.5309
H -1.2004 -1.0234 2.9931
```

Going by the energies, arrangement D is most stable and the next is 23.2 kJ/mol up.

Arrangement A

Formula: C4H14N2O2
Source: OMol25
Level of theory: the ωB97M-V functional and the def2-TZVPD basis

Properties
**LUMO level**: 0.654 eV
**SMILES**: CCC/N=C\N.O.O
**Net charge**: 0
**HOMO-LUMO gap**: 10.41 eV
**HOMO**: -9.76 eV

Structure (XYZ):
```
22
C4H14N2O2 (the ωB97M-V functional and the def2-TZVPD basis)
C -0.8583 -1.5443 -2.0186
C -0.0246 -0.5979 -1.1654
C -0.0399 -0.9297 0.3299
N 0.3184 0.1687 1.1928
C 1.5370 0.5056 1.2786
N 2.6080 -0.0056 0.5694
H -0.3733 -2.5123 -2.1494
H -1.8406 -1.7062 -1.5793
H -1.0164 -1.0880 -2.9958
H 1.0089 -0.4962 -1.4911
H -0.4468 0.3966 -1.2945
H 0.6174 -1.7959 0.5189
H -1.0196 -1.3272 0.5628
H 1.7787 1.3094 1.9674
H 3.4957 0.2552 0.9785
H 2.5876 -0.9996 0.3781
O -0.4401 3.0832 0.4474
H -0.3077 2.1943 0.8165
H 0.4109 3.2903 0.0417
O -2.7434 0.2189 1.1955
H -3.3111 0.9332 0.8937
H -1.9411 0.6475 1.5228
```

Arrangement B

Formula: C4H14N2O2
Source: OMol25
Level of theory: the ωB97M-V functional and the def2-TZVPD basis

Properties
**LUMO level**: 0.832 eV
**SMILES**: CNCCNCO.O
**Net charge**: 0
**HOMO-LUMO gap**: 9.19 eV
**HOMO**: -8.36 eV

Structure (XYZ):
```
22
C4H14N2O2 (the ωB97M-V functional and the def2-TZVPD basis)
C -0.5389 -2.2227 -0.7496
N 0.3770 -1.2202 -0.2456
C -0.1176 -0.2152 0.7073
C 0.2782 1.1743 0.2798
N -0.5105 1.6176 -0.8882
C 0.1237 2.7406 -1.5924
O 1.4321 2.4715 -2.0800
H -1.5429 -1.9797 -0.3683
H -0.3276 -3.1975 -0.3086
H -0.6184 -2.2477 -1.8340
H 0.9294 -0.7005 -0.9004
H 0.2220 -0.4277 1.7247
H -1.1921 -0.3315 0.9156
H 0.0049 1.8778 1.0929
H 1.3378 1.4329 0.1943
H -0.5965 0.8095 -1.4925
H -0.5920 2.9615 -2.3769
H 0.1746 3.5470 -0.8654
H 1.3128 2.2487 -3.0130
O -0.3691 -2.7375 3.7591
H 0.1770 -2.0013 4.0805
H 0.0360 -3.6000 3.9606
```

Arrangement C

Formula: C4H14N2O2
Source: OMol25
Level of theory: the ωB97M-V functional and the def2-TZVPD basis

Properties
**LUMO level**: 0.438 eV
**SMILES**: NCCCNCO.O
**Net charge**: 0
**HOMO-LUMO gap**: 9.24 eV
**HOMO**: -8.80 eV

Structure (XYZ):
```
22
C4H14N2O2 (the ωB97M-V functional and the def2-TZVPD basis)
N -1.8084 -0.6279 -0.6117
C -1.0532 -1.8067 -1.0148
C 0.3305 -2.0664 -0.3285
C 0.9905 -0.8209 0.2530
N 1.3519 0.1164 -0.7872
C 1.8425 1.3680 -0.3402
O 0.8244 2.2706 0.0524
H -1.4160 0.2562 -0.9191
H -1.8322 -0.5153 0.3966
H -0.9064 -1.7688 -2.0948
H -1.6940 -2.6478 -0.7873
H 1.0172 -2.4788 -1.0827
H 0.1782 -2.8357 0.4228
H 0.3242 -0.4226 1.0125
H 1.8817 -1.1489 0.7862
H 0.6352 0.2025 -1.4899
H 2.5399 1.2310 0.4988
H 2.4130 1.8396 -1.1291
H 0.6061 2.2990 0.9841
O -1.8661 1.0313 2.0033
H -2.2393 1.9156 1.9631
H -2.3949 0.5620 2.6637
```

Going by the energies, arrangement A is most stable and the next is 51.3 kJ/mol up.